i.
{
  "formula": "C5H12N2",
  "method": "ωB97M-V/def2-TZVPD",
  "orbital_gap_ev": [3.434, 7.580],
  "e_lumo_ev": [4.215, 4.135],
  "total_charge": -1,
  "multiplicity": 2,
  "species": ["C", "C", "C", "C", "N", "C", "N", "H", "H", "H", "H", "H", "H", "H", "H", "H", "H", "H", "H"],
  "xyz": [[0.9928, -0.3925, -1.2174], [-0.4257, 0.0335, -1.5552], [-1.7556, -0.5493, -0.3490], [-2.1180, -0.0685, 0.8787], [1.1606, -0.9587, 0.1563], [1.4438, 0.0161, 1.2085], [0.8344, 1.3556, 1.1434], [1.7098, 0.4296, -1.3062], [1.3243, -1.1643, -1.9249], [-0.7601, 1.0664, -1.4429], [-0.8719, -0.5031, -2.3907], [-2.2145, -1.2900, -0.9832], [-3.1613, -0.1386, 1.2180], [-1.4273, 0.4182, 1.5448], [0.2510, -1.3741, 0.3497], [2.5317, 0.1696, 1.2245], [1.0857, -0.4144, 2.1374], [1.4481, 2.0205, 0.6746], [-0.0478, 1.3440, 0.6336]]
}

ii.
{
  "formula": "C5H12N2",
  "method": "ωB97M-V/def2-TZVPD",
  "orbital_gap_ev": [2.758, 6.494],
  "e_lumo_ev": [4.357, 4.147],
  "total_charge": -1,
  "multiplicity": 2,
  "species": ["C", "C", "C", "C", "N", "C", "N", "H", "H", "H", "H", "H", "H", "H", "H", "H", "H", "H", "H"],
  "xyz": [[1.5522, 1.2586, 0.5063], [0.4732, 1.8227, -0.4128], [-0.6917, 0.8849, -0.6318], [-0.8317, -0.3832, -0.1098], [-1.5954, -1.4227, -0.7503], [-1.0637, -2.7513, -0.5609], [1.1979, 1.4158, 1.9030], [1.7314, 0.2184, 0.2209], [2.4826, 1.7899, 0.2536], [0.1319, 2.7463, 0.0654], [0.9322, 2.1316, -1.3695], [-1.5102, 1.2585, -1.2469], [-0.2821, -0.7479, 0.7702], [-1.6454, -1.1963, -1.7351], [-1.9041, -3.4457, -0.5435], [-0.3676, -3.0144, -1.3562], [-0.5680, -2.7903, 0.4020], [1.7430, 0.8110, 2.4975], [0.2154, 1.4142, 2.0979]]
}

Least stable of them? i.

i.
{
  "formula": "C5H12N2",
  "method": "ωB97M-V/def2-TZVPD",
  "orbital_gap_ev": [2.983, 7.650],
  "e_lumo_ev": [4.165, 3.994],
  "total_charge": -1,
  "multiplicity": 2,
  "species": ["C", "C", "C", "C", "N", "C", "N", "H", "H", "H", "H", "H", "H", "H", "H", "H", "H", "H", "H"],
  "xyz": [[-0.6476, 2.0236, -1.2486], [0.2460, 0.7912, -1.1517], [0.2735, 0.1311, 0.2516], [1.1350, -0.8309, 0.6728], [0.7273, -1.7946, 1.5132], [-0.3419, -2.6938, 0.9614], [-0.6909, 3.0150, -0.1399], [-1.5763, 1.3138, -1.2987], [-0.6258, 2.5175, -2.2300], [1.1947, 0.9720, -1.6875], [-0.2354, 0.0139, -1.8086], [-0.6774, 0.2756, 0.7185], [2.2438, -0.8945, 0.6513], [1.5389, -2.2964, 1.8526], [-1.0292, -3.4205, 1.5776], [0.1720, -3.3575, 0.1322], [-0.8741, -1.9304, 0.3934], [0.2299, 3.3922, 0.0442], [-1.0626, 2.7727, 0.7962]]
}

ii.
{
  "formula": "C5H12N2",
  "method": "ωB97M-V/def2-TZVPD",
  "orbital_gap_ev": [2.627, 8.585],
  "e_lumo_ev": [4.042, 4.004],
  "total_charge": -1,
  "multiplicity": 2,
  "species": ["C", "C", "C", "C", "C", "N", "N", "H", "H", "H", "H", "H", "H", "H", "H", "H", "H", "H", "H"],
  "xyz": [[0.1328, -0.5926, 1.6774], [1.0057, -0.2279, 0.4709], [0.2244, 0.6890, -0.4545], [0.7187, 1.8674, -0.8568], [-0.6479, -1.0878, -1.8464], [-0.9028, 0.0948, -1.0791], [-0.7752, 0.4998, 2.0704], [-0.4147, -1.5002, 1.4300], [0.7960, -0.8843, 2.4973], [1.9434, 0.2995, 0.6311], [1.1611, -1.1242, -0.1361], [1.7527, 2.1308, -0.6967], [0.0667, 2.5084, -1.4413], [-0.3561, -1.9109, -1.1804], [0.1583, -1.0319, -2.5923], [-1.5328, -1.5565, -2.2820], [-1.3925, 0.8085, -1.5997], [-0.3647, 0.9758, 2.8725], [-1.5732, 0.0421, 2.5157]]
}

Least stable of them? i.

i.
{
  "formula": "C5H10NOS",
  "method": "ωB97M-V/def2-TZVPD",
  "orbital_gap_ev": 9.616,
  "e_lumo_ev": -3.222,
  "total_charge": 1,
  "smiles": "CC1=C(C)S[C@@H](O)[NH2+]1",
  "species": ["C", "C", "C", "C", "S", "C", "O", "N", "H", "H", "H", "H", "H", "H", "H", "H", "H", "H"],
  "xyz": [[1.8950, 0.6291, 0.4380], [0.5919, 0.1046, -0.0143], [-0.3397, -0.7829, 0.6355], [-0.1481, -1.4651, 1.9271], [-1.7952, -1.0453, -0.3022], [-1.3409, 0.2411, -1.5465], [-2.0085, 1.4260, -1.4031], [0.1169, 0.5611, -1.3305], [1.8863, 1.7200, 0.4233], [2.7032, 0.2836, -0.2090], [2.1149, 0.3096, 1.4511], [-0.9723, -1.2422, 2.6044], [0.7892, -1.1692, 2.3825], [-0.1372, -2.5437, 1.7724], [-1.4766, -0.1687, -2.5567], [-2.7716, 1.3838, -0.8137], [0.1815, 1.5917, -1.3852], [0.7113, 0.1663, -2.0731]]
}

ii.
{
  "formula": "C5H10NOS",
  "method": "ωB97M-V/def2-TZVPD",
  "orbital_gap_ev": 10.326,
  "e_lumo_ev": -3.533,
  "total_charge": 1,
  "species": ["C", "C", "C", "C", "C", "N", "O", "S", "H", "H", "H", "H", "H", "H", "H", "H", "H", "H"],
  "xyz": [[2.5536, 0.6289, 0.0193], [-0.4465, 0.6489, -0.8081], [-0.4871, -0.5307, -0.0841], [-0.7067, -0.6912, 1.3981], [-0.3881, -1.8121, -0.7394], [-0.4697, 1.9957, -0.1758], [2.4382, 1.7738, -0.1410], [2.5159, -0.8630, 0.2691], [-0.3626, 0.6931, -1.9097], [-0.0550, -1.5535, 1.6640], [-1.7614, -0.9406, 1.3147], [-0.6284, -0.0251, 2.1027], [-0.2490, -1.6720, -1.8269], [-1.2648, -2.3849, -0.4731], [0.5008, -2.4097, -0.5779], [-0.4453, 1.9732, 0.8543], [-1.2342, 2.6162, -0.5105], [0.4902, 2.5527, -0.3757]]
}

iii.
{
  "formula": "C5H10NOS",
  "method": "ωB97M-V/def2-TZVPD",
  "orbital_gap_ev": [7.477, 7.478],
  "e_lumo_ev": [-5.154, -5.154],
  "total_charge": 1,
  "species": ["C", "C", "C", "C", "C", "N", "O", "S", "H", "H", "H", "H", "H", "H", "H", "H", "H", "H"],
  "xyz": [[-1.0306, 0.9281, 2.1824], [0.9031, -1.1202, 0.1875], [-1.3474, -0.5170, -0.2649], [0.4444, 0.2169, -1.9253], [0.0599, -0.3887, -0.6819], [-0.1022, 1.5434, 1.7584], [2.1373, 1.3782, 0.6654], [0.8413, 1.9246, 0.5027], [-1.6390, 0.5409, 2.9492], [2.0156, -0.8929, 0.0518], [0.4077, -1.2006, 1.2252], [0.8389, -2.1527, -0.0836], [-1.6478, 0.2149, 0.6183], [-1.4667, -1.3579, 0.2986], [-1.9783, -0.2356, -1.1047], [0.2643, -0.6297, -2.6113], [-0.1774, 1.0991, -1.9776], [1.4769, 0.6492, -1.7902]]
}

Least stable of them? iii.

i.
{
  "formula": "C3H3FO",
  "method": "ωB97M-V/def2-TZVPD",
  "orbital_gap_ev": [10.277, 7.321],
  "e_lumo_ev": [0.388, -0.696],
  "species": ["C", "C", "C", "O", "F", "H", "H", "H"],
  "xyz": [[-1.0373, -0.2896, 1.1675], [0.7866, -3.9467, -1.3410], [-0.4195, -0.2552, 0.0128], [1.8596, -3.8202, -0.9033], [0.4119, 0.6355, -0.3983], [-0.8417, 0.0680, 2.1485], [-1.6983, -1.1184, 1.1969], [0.1817, -4.7671, -1.7110]]
}

ii.
{
  "formula": "C3H3FO",
  "method": "ωB97M-V/def2-TZVPD",
  "orbital_gap_ev": 10.563,
  "e_lumo_ev": 1.035,
  "species": ["C", "C", "C", "O", "F", "H", "H", "H"],
  "xyz": [[-0.1681, 0.2095, 0.7723], [0.4279, 1.0280, -0.0954], [-0.1712, -0.7735, -0.3475], [0.3104, 0.2249, -1.1932], [-1.4539, -1.3407, -0.6744], [-0.4726, 0.2853, 1.8442], [0.9355, 1.9621, -0.2413], [0.5920, -1.5956, -0.0648]]
}

Least stable of them? i.